# 1
{"formula": "C24H31FN5O7PRuS2Te", "method": "ωB97M-V/def2-TZVPD", "species": ["Ru", "C", "S", "C", "S", "N", "N", "C", "C", "C", "C", "C", "C", "N", "H", "H", "H", "H", "H", "H", "H", "H", "C", "C", "C", "C", "C", "C", "H", "H", "H", "H", "H", "H", "H", "H", "H", "F", "C", "C", "N", "C", "C", "O", "O", "C", "O", "N", "C", "O", "H", "H", "H", "H", "C", "C", "O", "P", "O", "Te", "O", "C", "C", "H", "H", "H", "H", "H", "H", "H", "H", "H", "H"], "coordinates": [[-0.717405, 0.205041, -0.051154], [0.276730, -0.709284, 5.128341], [1.603045, -0.055407, 4.101919], [0.937374, -0.223526, 2.482478], [-0.758308, -0.511679, 2.219015], [1.827133, -0.110555, 1.541869], [1.226238, -0.375717, 0.327089], [1.825030, -1.129369, -0.506638], [0.908798, -1.865815, -1.387846], [1.316961, -2.685085, -2.424303], [0.379599, -3.510642, -3.027007], [-0.924643, -3.502784, -2.566245], [-1.266114, -2.621423, -1.549403], [-0.378354, -1.820375, -0.972276], [0.614333, -0.576160, 6.155921], [0.127323, -1.768081, 4.930657], [-0.652917, -0.174426, 4.976489], [2.862936, -1.417018, -0.367632], [2.349079, -2.672386, -2.745946], [0.671259, -4.158390, -3.843810], [-1.678892, -4.150077, -2.991197], [-2.282234, -2.541672, -1.191681], [-4.971425, 3.709838, -1.124159], [-4.111696, 2.630010, -1.791632], [-3.067163, 3.301800, -2.696275], [-5.018362, 1.705145, -2.619022], [-3.384835, 1.802433, -0.797622], [-2.555342, 1.079016, -0.179373], [-5.472752, 4.289344, -1.901238], [-4.361286, 4.379657, -0.523894], [-5.727718, 3.266119, -0.475269], [-3.565700, 3.907525, -3.455142], [-2.452983, 2.550659, -3.194145], [-2.398856, 3.934560, -2.110143], [-5.571284, 2.292496, -3.353614], [-5.728363, 1.181102, -1.979244], [-4.420666, 0.958041, -3.142468], [-3.638297, -1.796670, -6.753118], [-2.353535, -1.576909, -6.439473], [-2.002054, -0.566026, -5.642707], [-0.691289, -0.311939, -5.306509], [-0.372100, 0.753450, -4.364231], [-0.913488, 0.453402, -2.965449], [-1.976352, -0.167452, -2.878578], [-0.178431, 0.887455, -2.016036], [0.335415, -1.112192, -5.766082], [1.502353, -0.957958, -5.473335], [-0.073493, -2.134991, -6.604055], [-1.365675, -2.487892, -6.990297], [-1.577179, -3.446703, -7.696694], [-2.740430, 0.089534, -5.208657], [-0.783714, 1.698768, -4.725207], [0.708409, 0.841010, -4.322417], [0.671190, -2.715086, -6.963376], [-1.198525, 6.736797, -0.068371], [-1.296351, 5.713787, 1.034974], [-0.825717, 4.455661, 0.526240], [-0.922701, 3.109377, 1.366101], [-0.150742, 2.075589, 0.619824], [-3.235688, 2.532790, 1.730333], [-0.237691, 3.420784, 2.756274], [-0.933861, 4.072011, 3.850522], [-1.157168, 3.103724, 4.975267], [-1.507340, 7.712733, 0.307384], [-1.845294, 6.469284, -0.903799], [-0.173285, 6.809877, -0.428458], [-2.331079, 5.603632, 1.375648], [-0.676704, 6.005784, 1.884738], [-1.886016, 4.483173, 3.501530], [-0.294259, 4.900565, 4.152145], [-1.740478, 2.254422, 4.621933], [-1.707407, 3.595097, 5.779878], [-0.207525, 2.741572, 5.362987]], "forces_ev_per_a": [[0.8, -0.8, 1.2], [0.1, -0.1, 0.1], [0.0, 0.0, 0.0], [-0.1, 0.2, -0.1], [-0.1, 0.2, 0.0], [0.0, 0.0, -0.1], [-0.2, 0.3, -0.2], [0.0, -0.2, 0.0], [0.1, 0.0, 0.1], [0.0, 0.0, 0.0], [0.0, 0.0, 0.0], [0.0, 0.0, 0.0], [0.1, 0.0, -0.1], [-0.7, 0.7, -0.4], [0.0, 0.0, 0.0], [0.0, 0.0, 0.0], [-0.1, 0.1, 0.0], [0.0, -0.1, 0.0], [0.0, 0.0, 0.0], [0.0, 0.0, 0.0], [0.0, 0.0, 0.0], [0.0, 0.1, 0.0], [0.0, -0.1, 0.1], [0.0, -0.2, -0.2], [0.1, -0.1, 0.0], [0.1, -0.2, 0.0], [-0.5, 1.0, 1.2], [0.7, -0.8, -0.4], [0.0, -0.1, 0.0], [0.0, 0.1, 0.0], [0.0, 0.0, 0.0], [0.0, 0.0, 0.0], [-0.1, 0.0, 0.0], [0.0, 0.0, 0.0], [0.0, 0.0, 0.0], [0.0, 0.0, 0.0], [0.0, 0.0, 0.0], [0.0, 0.0, 0.0], [0.0, 0.0, 0.0], [0.0, 0.1, 0.0], [0.0, 0.0, -0.1], [0.3, 0.0, 0.0], [0.2, 0.0, 0.2], [-0.1, 0.2, 0.0], [-0.6, -0.3, 0.0], [-0.1, -0.1, 0.0], [0.1, 0.0, 0.0], [0.0, 0.0, 0.0], [0.0, 0.0, 0.0], [0.0, 0.0, 0.0], [0.0, 0.0, 0.0], [0.0, 0.0, 0.0], [0.0, 0.0, -0.1], [0.0, 0.0, 0.0], [0.0, 0.0, -0.1], [0.0, 0.1, 0.0], [-0.2, -0.1, 0.0], [1.3, 0.1, -0.4], [-0.5, 0.8, 0.4], [-0.1, -0.8, -1.3], [-0.3, 0.1, 0.2], [0.2, 0.0, -0.1], [0.0, -0.1, 0.1], [0.0, 0.0, 0.0], [0.0, 0.0, 0.0], [0.0, 0.0, 0.0], [0.0, 0.0, 0.0], [0.0, 0.0, 0.0], [0.0, 0.1, 0.0], [0.0, 0.0, 0.0], [0.0, -0.1, 0.0], [0.0, 0.0, 0.0], [0.0, -0.1, 0.0]], "e_lumo_ev": -1.70, "de_lowest_kcal_mol": 42.3, "largest_force_ev_per_a": 1.65, "e_tot_ha": -3334.156477}

***

# 2
{"formula": "C45H93BrF5N6O8", "method": "ωB97M-V/def2-TZVPD", "species": ["C", "C", "C", "N", "C", "N", "C", "C", "F", "C", "C", "C", "C", "C", "N", "C", "N", "N", "C", "C", "C", "C", "F", "C", "F", "F", "C", "C", "C", "F", "O", "C", "Br", "N", "C", "C", "O", "C", "C", "O", "H", "H", "H", "H", "H", "H", "H", "H", "H", "H", "H", "H", "H", "H", "H", "H", "H", "H", "H", "H", "H", "H", "H", "H", "H", "H", "H", "H", "H", "H", "H", "H", "H", "H", "H", "H", "H", "H", "H", "H", "H", "H", "H", "C", "C", "O", "C", "C", "H", "H", "H", "H", "H", "H", "H", "H", "H", "H", "C", "C", "O", "C", "C", "H", "H", "H", "H", "H", "H", "H", "H", "H", "H", "C", "C", "O", "C", "C", "H", "H", "H", "H", "H", "H", "H", "H", "H", "H", "C", "C", "O", "C", "C", "H", "H", "H", "H", "H", "H", "H", "H", "H", "H", "C", "C", "O", "C", "C", "H", "H", "H", "H", "H", "H", "H", "H", "H", "H"], "coordinates": [[0.052038, 2.320717, 5.013063], [-0.638482, 2.190625, 3.653462], [0.230671, 1.425989, 2.634080], [-0.538592, 0.443918, 1.845967], [-0.641945, 0.689159, 0.465438], [-1.964331, 0.123856, -0.089663], [-3.120825, 0.394659, 0.860624], [-3.323275, -0.608798, 1.977415], [-2.944707, 1.655009, 1.310896], [-1.850464, -1.286307, -0.621707], [-3.190368, -1.981453, -0.906957], [-3.315780, -3.293613, -0.111092], [-4.749653, -3.787347, 0.061733], [-4.855112, -4.868707, 1.138051], [-4.634512, -4.402978, 2.503845], [-3.387426, -4.613931, 3.100281], [-2.407724, -5.084362, 2.440498], [-3.403333, -4.303289, 4.474685], [-0.921518, -1.214212, -1.840487], [-1.664294, -0.549167, -3.050747], [-0.847897, 0.415754, -3.936303], [-1.606979, 1.602099, -4.434857], [-2.263935, 1.377140, -5.592767], [-1.687375, 2.818085, -3.934713], [-1.462291, 3.092130, -2.658323], [-2.064754, 3.890491, -4.595871], [-0.579266, -2.654620, -2.257777], [0.333545, -2.800587, -3.472283], [1.821199, -2.651566, -3.253222], [0.123709, -4.108100, -3.919036], [0.331487, -0.605306, -1.505710], [0.594329, 0.282318, -0.451997], [1.152269, 1.997274, -1.340459], [1.726402, -0.144751, 0.291727], [1.744076, -1.331689, 1.110494], [1.522764, -2.675054, 0.468255], [2.018018, -1.239675, 2.274075], [2.982810, 0.641261, 0.388394], [4.038502, 0.164160, -0.567627], [3.120701, 1.480370, 1.217156], [-0.021338, 1.402093, 5.597909], [1.103819, 2.585126, 4.887200], [-0.394519, 3.127837, 5.594525], [-0.812278, 3.199639, 3.268844], [-1.619821, 1.721855, 3.742829], [1.058901, 0.928558, 3.136913], [0.670594, 2.145860, 1.942346], [-0.358101, -0.515948, 2.098886], [-0.784999, 1.762780, 0.365893], [-2.173582, 0.717047, -0.900618], [-4.007660, 0.425479, 0.228971], [-3.527453, -0.058723, 2.894137], [-4.161154, -1.262714, 1.737457], [-2.454493, -1.235593, 2.154972], [-1.322751, -1.858475, 0.146590], [-4.051353, -1.353137, -0.677914], [-3.273657, -2.229682, -1.963961], [-2.751163, -4.067754, -0.638851], [-2.850109, -3.199995, 0.871838], [-5.410783, -2.956766, 0.346881], [-5.134828, -4.204519, -0.871928], [-4.182684, -5.696440, 0.922586], [-5.873003, -5.267139, 1.104911], [-4.947733, -3.449845, 2.642514], [-1.604130, -5.251722, 3.039791], [-3.634661, -3.332889, 4.655664], [-2.495137, -4.478792, 4.887899], [-2.030147, -1.368448, -3.667601], [-2.569050, -0.016690, -2.730828], [-0.594599, -0.092354, -4.871681], [0.092289, 0.697649, -3.470985], [-1.503293, -3.164657, -2.536619], [-0.150752, -3.217970, -1.429638], [0.008971, -2.159934, -4.296431], [2.324763, -2.730879, -4.218031], [2.191459, -3.474849, -2.639403], [2.081692, -1.687156, -2.819128], [0.474426, -2.967752, 0.565609], [1.838781, -2.704941, -0.569841], [2.095858, -3.396425, 1.049639], [4.438253, -0.767101, -0.144387], [3.587663, -0.114725, -1.519464], [4.834859, 0.893655, -0.679229], [7.704192, 0.274442, -3.246470], [7.771507, -0.565285, -1.982798], [6.850932, -1.645830, -1.955924], [6.994462, -2.602914, -2.995941], [8.347938, -3.288624, -3.028512], [6.695943, 0.665461, -3.395279], [8.394903, 1.114353, -3.169870], [7.976743, -0.296632, -4.134256], [7.503996, 0.049215, -1.121364], [8.794869, -0.913967, -1.811323], [6.770652, -2.150118, -3.968195], [6.214404, -3.341471, -2.803424], [9.159087, -2.588936, -3.231294], [8.359426, -4.044226, -3.814253], [8.553282, -3.776926, -2.075002], [-3.889786, 6.257618, 2.304488], [-2.442296, 6.055730, 1.895589], [-2.192684, 4.822389, 1.235751], [-2.899456, 4.607341, 0.029672], [-2.635000, 5.631381, -1.058615], [-4.222959, 5.444276, 2.950808], [-3.991205, 7.196731, 2.848473], [-4.558858, 6.302384, 1.444142], [-1.807961, 6.028495, 2.781832], [-2.095596, 6.894718, 1.282830], [-3.976710, 4.525764, 0.219590], [-2.565629, 3.623046, -0.307739], [-2.986790, 6.625184, -0.781231], [-3.179025, 5.335637, -1.957257], [-1.573908, 5.697280, -1.300455], [2.490909, 6.498750, 5.413962], [1.366139, 5.644089, 5.972798], [1.799454, 4.588454, 6.811073], [2.517272, 4.972863, 7.973484], [1.739864, 5.873333, 8.916978], [3.199335, 5.882150, 4.858995], [2.083794, 7.254401, 4.741035], [3.040445, 7.018220, 6.199352], [0.839616, 5.154744, 5.151565], [0.631081, 6.270839, 6.491197], [3.470470, 5.438436, 7.699939], [2.756576, 4.034456, 8.473647], [1.490253, 6.831764, 8.460349], [2.336384, 6.077200, 9.806506], [0.810011, 5.393604, 9.225609], [-7.168421, -0.066194, -9.125407], [-7.444821, -0.714055, -7.780518], [-6.312805, -1.334095, -7.190191], [-5.211678, -0.490890, -6.919875], [-5.513787, 0.644096, -5.955902], [-6.767274, -0.797905, -9.827480], [-8.093412, 0.338904, -9.536326], [-6.454586, 0.755121, -9.048870], [-8.169434, -1.518948, -7.900626], [-7.889274, 0.012511, -7.090532], [-4.784721, -0.095224, -7.848488], [-4.457884, -1.150236, -6.485081], [-6.254920, 1.339196, -6.351048], [-4.604902, 1.208681, -5.754489], [-5.898694, 0.247478, -5.013326], [4.087392, -4.271469, 3.564313], [5.050899, -5.165427, 2.801694], [4.882767, -5.126517, 1.393345], [5.068072, -3.864903, 0.786946], [6.436295, -3.239838, 0.975079], [3.054026, -4.535660, 3.329654], [4.239862, -4.393579, 4.636832], [4.228072, -3.214721, 3.331134], [4.881669, -6.206937, 3.073518], [6.085679, -4.930291, 3.072709], [4.296701, -3.161522, 1.130574], [4.890863, -4.037050, -0.277223], [6.657139, -3.027826, 2.022097], [6.464835, -2.303097, 0.418655], [7.221484, -3.892486, 0.591560]], "forces_ev_per_a": [[-0.2, 0.1, -0.1], [0.3, 0.2, 0.0], [-0.4, 0.3, 0.2], [-0.2, -0.5, -0.2], [-0.1, 0.2, 0.5], [0.1, 0.1, -0.3], [-0.5, -0.2, 0.0], [0.3, -0.2, 0.0], [0.1, 0.4, 0.1], [0.4, 0.0, 0.1], [-0.2, -0.4, 0.3], [0.0, 0.0, -0.2], [0.2, -0.1, 0.2], [-0.6, -0.1, -0.2], [0.7, 0.2, -0.4], [-0.3, 0.3, 0.1], [0.1, -0.4, 0.0], [0.6, 0.2, -0.1], [-0.4, -0.5, -0.5], [0.1, 0.4, 0.2], [-0.3, -0.2, -0.2], [0.0, -0.4, 0.0], [0.4, 0.1, -0.4], [-0.3, 0.4, 0.0], [0.5, 0.1, 0.0], [-0.4, -0.2, 0.2], [0.1, -0.1, 0.0], [0.1, -0.1, -0.1], [0.1, 0.0, -0.3], [0.0, -0.1, -0.1], [0.0, -0.1, 0.4], [0.1, 0.1, -0.6], [0.0, 0.0, 0.1], [-0.1, -0.3, 0.1], [-0.1, 0.1, -0.3], [0.0, 0.0, 0.2], [0.4, 0.0, 0.2], [0.2, 0.2, 0.2], [-0.3, -0.3, 0.1], [0.0, 0.0, 0.0], [0.1, 0.0, 0.0], [0.0, -0.1, 0.1], [0.0, -0.1, 0.1], [-0.2, -0.1, -0.1], [0.1, -0.1, 0.0], [0.0, -0.1, -0.1], [0.2, -0.1, 0.0], [0.3, 0.1, 0.0], [0.1, 0.0, -0.1], [0.0, 0.0, 0.0], [0.0, 0.0, -0.1], [-0.1, 0.0, -0.1], [-0.1, 0.1, 0.1], [0.0, 0.0, 0.0], [-0.1, 0.2, 0.1], [0.1, 0.1, 0.0], [-0.1, 0.2, 0.0], [0.1, 0.0, 0.2], [0.0, 0.0, 0.0], [0.0, 0.0, -0.1], [0.0, 0.1, 0.0], [0.1, 0.1, 0.1], [0.1, 0.0, 0.0], [-0.4, -0.2, 0.3], [0.0, 0.0, 0.0], [-0.4, -0.1, 0.1], [0.0, 0.0, 0.0], [-0.1, 0.1, 0.0], [0.1, 0.0, 0.1], [0.2, -0.1, 0.1], [-0.1, 0.2, 0.1], [0.0, 0.1, 0.0], [0.0, 0.1, 0.0], [0.0, 0.1, 0.1], [0.0, 0.0, 0.0], [0.0, 0.1, 0.1], [-0.1, -0.1, 0.1], [0.0, 0.0, -0.1], [-0.1, 0.1, 0.0], [0.0, 0.0, 0.0], [0.1, 0.1, 0.0], [0.1, 0.2, -0.1], [0.0, 0.0, 0.0], [-0.1, -0.1, 0.0], [0.0, 0.1, 0.0], [-0.1, 0.1, 0.0], [0.0, -0.1, 0.0], [0.0, 0.0, 0.1], [0.0, 0.0, 0.0], [0.0, 0.0, 0.0], [0.1, 0.0, 0.0], [0.0, 0.0, 0.0], [0.0, -0.1, 0.0], [0.0, 0.0, 0.0], [0.0, 0.0, 0.0], [0.0, 0.0, -0.1], [0.0, 0.0, 0.0], [0.0, 0.0, 0.0], [0.0, -0.1, 0.0], [0.0, 0.1, 0.0], [0.1, -0.1, 0.0], [0.0, 0.0, 0.0], [-0.1, 0.0, 0.0], [0.0, 0.0, 0.0], [0.0, 0.0, 0.0], [0.0, 0.1, 0.0], [0.0, 0.0, 0.0], [0.0, 0.0, 0.0], [0.0, 0.0, 0.0], [0.0, 0.0, 0.0], [0.0, 0.0, 0.0], [0.0, 0.0, 0.0], [0.0, 0.0, 0.0], [0.1, 0.0, 0.0], [0.0, 0.1, 0.0], [0.0, -0.1, -0.1], [0.1, 0.0, 0.1], [-0.1, 0.0, -0.1], [0.0, 0.0, 0.0], [0.0, 0.0, 0.0], [0.0, 0.0, 0.0], [0.0, 0.0, 0.0], [0.0, 0.0, 0.0], [0.0, 0.0, 0.0], [0.0, 0.0, 0.0], [0.0, 0.0, 0.0], [0.0, 0.0, 0.0], [0.0, 0.0, 0.0], [0.1, 0.0, 0.0], [-0.1, 0.0, 0.0], [0.0, -0.1, 0.1], [0.1, 0.0, 0.0], [-0.1, 0.0, 0.1], [0.0, 0.0, 0.0], [0.0, 0.0, 0.0], [0.0, 0.0, 0.0], [0.0, 0.0, 0.0], [0.0, 0.0, 0.0], [0.0, 0.0, 0.0], [0.0, 0.0, 0.0], [0.0, 0.0, 0.0], [0.0, 0.0, 0.0], [0.0, 0.0, 0.0], [0.0, 0.0, -0.1], [0.0, 0.0, 0.1], [-0.1, 0.0, 0.0], [0.0, 0.1, -0.1], [0.0, 0.0, 0.1], [0.0, 0.0, 0.0], [0.0, 0.0, 0.0], [0.0, 0.0, 0.0], [0.0, 0.0, 0.0], [0.0, 0.0, 0.0], [0.0, 0.0, 0.0], [0.0, 0.0, 0.0], [-0.1, 0.0, 0.0], [0.1, 0.0, 0.0], [0.0, 0.0, 0.0]], "total_charge": 1, "e_lumo_ev": -2.48, "largest_force_ev_per_a": 0.82, "e_tot_ha": -5773.831660}

***

- Which formula does entry 2 have?
  C45H93BrF5N6O8